Run A
{
  "formula": "C6H9NO",
  "method": "the ωB97M-V functional and the def2-TZVPD basis",
  "e_homo_ev": -8.25,
  "multiplicity": 1,
  "smiles": "N[C@H]1C=CC(CO)=C1",
  "orbital_gap_ev": 8.81,
  "lumo_ev": 0.56,
  "elements": ["C", "C", "C", "C", "C", "C", "H", "H", "H", "H", "H", "H", "H", "H", "H", "N", "O"],
  "coordinates": [[0.153, -1.329, -1.261], [-1.034, -1.436, -0.433], [-1.133, -0.198, 0.191], [-0.038, 0.677, 0.004], [0.124, 2.146, 0.686], [0.820, 0.007, -0.841], [0.342, -3.330, -0.327], [1.873, -2.970, -1.310], [-0.038, -1.040, -2.277], [-1.916, -2.166, -0.059], [-2.243, -0.020, 0.591], [1.297, 2.258, 0.189], [-0.156, 3.245, 0.253], [0.682, 2.026, 2.544], [1.972, 0.299, -1.056], [0.947, -2.413, -0.664], [-0.225, 2.423, 2.004]]
}



Run B
{
  "formula": "C6H9NO",
  "method": "the ωB97M-V functional and the def2-TZVPD basis",
  "e_homo_ev": -9.20,
  "multiplicity": 1,
  "smiles": "O[C@H]1C[C@@H]2C=C[C@H]1N2",
  "orbital_gap_ev": 9.98,
  "lumo_ev": 0.78,
  "elements": ["C", "C", "C", "C", "C", "C", "H", "H", "H", "H", "H", "H", "H", "H", "H", "N", "O"],
  "coordinates": [[-0.982, -0.172, -0.606], [-0.313, 1.251, -0.615], [0.824, 0.978, 0.453], [-0.017, -0.973, 0.212], [1.348, -1.120, -0.459], [1.811, 0.144, -0.305], [-2.898, 0.199, -0.393], [-1.045, -0.573, -1.647], [0.028, 1.527, -1.572], [-1.102, 1.944, -0.278], [1.185, 1.890, 0.993], [-0.714, 0.246, 1.587], [-0.441, -1.846, 0.665], [1.631, -1.991, -1.042], [2.733, 0.610, -0.749], [0.277, -0.064, 1.367], [-2.168, -0.277, 0.098]]
}



Run C
{
  "formula": "C6H9NO",
  "method": "the ωB97M-V functional and the def2-TZVPD basis",
  "e_homo_ev": -8.55,
  "multiplicity": 1,
  "smiles": "C1O[C@H]2CN[C@@H]3[C@H]1[C@@H]32",
  "orbital_gap_ev": 9.58,
  "lumo_ev": 1.04,
  "elements": ["C", "C", "C", "C", "C", "C", "H", "H", "H", "H", "H", "H", "H", "H", "H", "N", "O"],
  "coordinates": [[-0.834, 0.399, -1.646], [1.275, -0.040, -0.542], [0.828, -0.173, 1.071], [-0.460, -0.632, 1.834], [-0.851, 0.440, -0.124], [0.498, 0.980, 0.204], [-0.861, 1.340, -2.258], [-1.736, -0.308, -2.009], [0.428, -1.321, -2.081], [2.371, 0.058, -0.613], [1.599, -0.362, 1.829], [-0.741, -1.626, 1.829], [-0.549, -0.097, 2.852], [-0.783, -0.730, -0.124], [0.892, 2.068, 0.340], [0.501, -0.319, -1.708], [-1.579, 0.325, 1.145]]
}



Pick run B: it beats the second-best structure by 0.1813 hartree.



Run A
{
  "formula": "C6H9NO",
  "method": "the ωB97M-V functional and the def2-TZVPD basis",
  "e_homo_ev": -8.38,
  "multiplicity": 1,
  "smiles": "[H]/N=C/C(C)=C/C(=C)O",
  "orbital_gap_ev": 8.82,
  "lumo_ev": 0.44,
  "elements": ["C", "C", "C", "C", "C", "C", "O", "N", "H", "H", "H", "H", "H", "H", "H", "H", "H"],
  "coordinates": [[0.944, 1.500, -0.016], [-1.704, -0.190, -0.073], [0.788, 0.031, 0.046], [-0.345, -0.691, 0.018], [2.096, -0.727, 0.144], [-2.753, -1.025, -0.078], [-1.853, 1.162, -0.131], [3.165, -0.047, 0.144], [-2.793, 1.375, -0.181], [4.031, -0.575, 0.201], [-0.279, -1.771, 0.055], [2.042, -1.824, 0.122], [0.520, 1.905, -0.932], [0.452, 1.982, 0.825], [2.080, 1.645, 0.020], [-2.622, -2.089, -0.028], [-3.767, -0.661, -0.135]]
}



Run B
{
  "formula": "C6H9NO",
  "method": "the ωB97M-V functional and the def2-TZVPD basis",
  "e_homo_ev": -9.16,
  "multiplicity": 1,
  "orbital_gap_ev": 9.97,
  "lumo_ev": 0.81,
  "elements": ["C", "C", "C", "C", "C", "C", "N", "O", "H", "H", "H", "H", "H", "H", "H", "H", "H"],
  "coordinates": [[0.538, -0.616, -0.460], [1.485, 0.371, -0.489], [-0.664, 0.104, -0.197], [-1.920, -0.544, 0.005], [2.880, 0.533, -0.875], [-2.987, 0.175, 0.303], [-0.458, 1.381, -0.117], [0.862, 1.566, -0.282], [0.462, -1.736, -0.554], [-0.404, -0.781, 2.612], [-2.039, -1.720, -0.009], [3.433, -0.103, -0.273], [3.293, 1.530, -0.730], [3.141, 0.074, -1.910], [-3.885, -0.181, 0.534], [-3.050, 1.306, 0.370], [-0.686, -1.358, 2.070]]
}



Pick run A: it beats the second-best structure by 0.0881 hartree.



Run A
{
  "formula": "C6H9NO",
  "method": "the ωB97M-V functional and the def2-TZVPD basis",
  "e_homo_ev": -8.24,
  "multiplicity": 1,
  "orbital_gap_ev": 8.27,
  "lumo_ev": 0.03,
  "elements": ["C", "C", "C", "C", "C", "C", "O", "N", "H", "H", "H", "H", "H", "H", "H", "H", "H"],
  "coordinates": [[1.381, -1.103, 0.607], [-1.705, 1.022, -0.397], [1.222, 1.478, 0.537], [-0.864, -1.333, -0.573], [-0.699, -0.051, -0.074], [0.596, 0.142, 0.378], [1.131, -1.695, -0.627], [-1.572, -2.271, -0.882], [-1.265, -2.956, -1.565], [2.450, -0.891, 0.774], [1.012, -1.691, 1.466], [-2.674, 0.585, -0.639], [-1.844, 1.688, 0.458], [-1.389, 1.627, -1.252], [2.275, 1.421, 0.248], [0.742, 2.259, -0.053], [1.204, 1.769, 1.594]]
}



Run B
{
  "formula": "C6H9NO",
  "method": "the ωB97M-V functional and the def2-TZVPD basis",
  "e_homo_ev": -9.45,
  "multiplicity": 1,
  "smiles": "C=C[C@]1(C)NCC1=O",
  "orbital_gap_ev": 10.45,
  "lumo_ev": 0.99,
  "elements": ["C", "C", "C", "C", "C", "C", "H", "H", "H", "H", "H", "H", "H", "H", "H", "N", "O"],
  "coordinates": [[-0.171, 0.393, 1.790], [0.139, 0.011, 0.360], [0.352, -1.901, -0.608], [-0.828, -0.999, -0.256], [0.370, 1.229, -0.489], [-0.545, 1.742, -1.321], [0.536, 1.084, 2.269], [-0.221, -0.498, 2.422], [-1.177, 0.884, 1.824], [2.001, -0.645, -0.340], [0.246, -2.905, -0.178], [0.598, -2.013, -1.700], [1.363, 1.702, -0.340], [-1.522, 1.264, -1.463], [-0.342, 2.714, -1.816], [1.210, -1.013, 0.206], [-2.009, -1.050, -0.361]]
}



Pick run B: it beats the second-best structure by 0.0600 hartree.



Run A
{
  "formula": "C6H11NO2",
  "method": "the ωB97M-V functional and the def2-TZVPD basis",
  "e_homo_ev": -9.47,
  "multiplicity": 1,
  "smiles": "C[C@H]1N(C(=O)O)C1(C)C",
  "orbital_gap_ev": 10.20,
  "lumo_ev": 0.72,
  "elements": ["C", "C", "C", "C", "C", "C", "N", "O", "O", "H", "H", "H", "H", "H", "H", "H", "H", "H", "H", "H"],
  "coordinates": [[-0.713, -1.953, 0.639], [-0.575, 0.752, 0.612], [0.531, 0.239, -0.083], [-1.771, 1.521, 0.136], [0.672, 0.644, -1.570], [1.875, 0.105, 0.646], [-0.506, -0.646, 0.266], [-1.694, -2.334, 1.163], [0.250, -2.728, 0.039], [-0.446, 0.800, 1.687], [-1.629, 2.626, 0.017], [-2.716, 1.175, 0.690], [-1.954, 1.120, -0.812], [0.873, 1.748, -1.630], [-0.352, 0.450, -1.952], [1.431, 0.151, -2.131], [1.830, -0.867, 1.235], [2.212, 0.936, 1.273], [2.631, -0.034, -0.103], [0.051, -3.705, -0.120]]
}



Run B
{
  "formula": "C6H11NO2",
  "method": "the ωB97M-V functional and the def2-TZVPD basis",
  "e_homo_ev": -7.66,
  "multiplicity": 1,
  "smiles": "CC(=O)O/C(C)=C(\\C)N",
  "orbital_gap_ev": 8.56,
  "lumo_ev": 0.90,
  "elements": ["C", "C", "C", "C", "C", "C", "N", "O", "O", "H", "H", "H", "H", "H", "H", "H", "H", "H", "H", "H"],
  "coordinates": [[-2.607, 1.122, -0.736], [0.421, -2.169, -0.403], [1.200, 1.595, 0.343], [-1.675, 0.080, -0.167], [0.352, -0.669, -0.292], [1.266, 0.098, 0.363], [2.334, -0.462, 1.033], [-0.612, -0.073, -1.112], [-1.955, -0.551, 0.821], [2.685, 0.069, 1.828], [2.304, -1.460, 1.182], [-2.597, 1.098, -1.807], [-3.615, 0.949, -0.400], [-2.295, 2.105, -0.417], [1.355, -2.488, -0.824], [0.290, -2.632, 0.588], [-0.402, -2.525, -1.030], [2.143, 2.024, 0.683], [0.984, 1.950, -0.662], [0.423, 1.941, 1.009]]
}



Pick run B: it beats the second-best structure by 0.0276 hartree.



Run A
{
  "formula": "C6H11NO2",
  "method": "the ωB97M-V functional and the def2-TZVPD basis",
  "e_homo_ev": -8.51,
  "multiplicity": 1,
  "orbital_gap_ev": 8.51,
  "lumo_ev": 0.00,
  "elements": ["C", "C", "C", "N", "C", "C", "C", "O", "O", "H", "H", "H", "H", "H", "H", "H", "H", "H", "H", "H"],
  "coordinates": [[0.886, -0.875, -1.315], [-1.459, 0.644, 1.304], [-0.226, 1.479, -1.405], [1.650, -0.368, -0.188], [-0.647, -0.314, 0.464], [-0.076, 0.139, -0.794], [0.921, -0.637, 1.144], [-1.245, -1.582, 0.375], [0.998, -1.802, 1.626], [-0.648, -2.154, 0.921], [2.663, -0.304, -0.249], [1.145, 0.239, 1.778], [1.342, -0.624, -2.270], [0.585, -1.919, -1.259], [-1.613, 0.195, 2.286], [-0.946, 1.598, 1.446], [-2.440, 0.831, 0.862], [0.588, 1.714, -2.090], [-1.162, 1.473, -1.980], [-0.318, 2.266, -0.658]]
}



Run B
{
  "formula": "C6H11NO2",
  "method": "the ωB97M-V functional and the def2-TZVPD basis",
  "e_homo_ev": -9.48,
  "multiplicity": 1,
  "orbital_gap_ev": 9.81,
  "lumo_ev": 0.33,
  "elements": ["C", "C", "C", "C", "C", "C", "O", "O", "N", "H", "H", "H", "H", "H", "H", "H", "H", "H", "H", "H"],
  "coordinates": [[0.066, 2.680, 0.258], [-1.020, 3.373, 0.990], [0.168, -2.850, -1.307], [-0.184, -0.519, -0.319], [0.458, -1.870, -0.204], [1.212, -2.193, 0.844], [-0.155, 0.244, 0.759], [1.132, 2.352, 0.799], [-0.717, -0.047, -1.383], [0.879, 0.853, 1.003], [-0.222, 2.190, -0.686], [-0.897, -0.749, -2.092], [-1.760, 2.619, 1.264], [-0.643, 3.879, 1.876], [-1.523, 4.070, 0.318], [0.577, -3.829, -1.068], [0.603, -2.508, -2.248], [-0.908, -2.960, -1.461], [1.352, -1.533, 1.688], [1.583, -3.201, 0.972]]
}



Pick run B: it beats the second-best structure by 0.0221 hartree.